A cluster of 5 separate species, C29H47I2N2O8P in total, computed with ωB97M-V/def2-TZVPD.

Positions of all 89 atoms, in Å:
1 C 2.051 -0.977 0.932
2 C 0.695 -1.195 0.217
3 C -0.265 -1.917 1.172
4 C 0.905 -1.911 -1.119
5 C 1.600 -3.276 -0.917
6 C -0.367 -2.127 -1.942
7 O -0.700 -1.015 -2.788
8 C -0.959 0.134 -2.095
9 C -0.119 1.210 -2.239
10 C -0.345 2.401 -1.534
11 C -1.398 2.513 -0.662
12 C -1.581 3.783 0.129
13 C -0.376 3.985 1.090
14 C -0.831 3.974 2.531
15 I 0.886 3.702 3.803
16 C -2.297 1.426 -0.513
17 N -3.346 1.537 0.356
18 C -4.117 0.494 0.467
19 P -5.457 0.616 1.710
20 O -5.373 -0.454 2.708
21 O -6.832 0.743 0.929
22 O -5.275 2.034 2.384
23 C -3.920 -0.685 -0.304
24 I -5.229 -2.332 -0.202
25 N -2.943 -0.807 -1.135
26 C -2.081 0.247 -1.244
27 H 2.251 -1.787 1.622
28 H 2.875 -0.898 0.228
29 H 1.996 -0.073 1.528
30 H 0.313 -0.193 0.050
31 H 0.246 -2.544 1.895
32 H -1.021 -2.519 0.674
33 H -0.807 -1.171 1.750
34 H 1.565 -1.314 -1.746
35 H 0.949 -4.101 -1.199
36 H 2.482 -3.364 -1.539
37 H 1.859 -3.447 0.119
38 H -1.212 -2.413 -1.325
39 H -0.204 -2.961 -2.616
40 H 0.725 1.123 -2.901
41 H 0.344 3.218 -1.672
42 H -2.468 3.715 0.748
43 H -1.711 4.627 -0.540
44 H 0.297 3.144 0.965
45 H 0.191 4.881 0.857
46 H -1.444 3.105 2.722
47 H -1.357 4.873 2.819
48 H -6.745 0.303 0.071
49 H -4.916 1.871 3.264
50 C 0.505 -1.588 -8.076
51 C 1.271 -1.101 -6.867
52 C 0.459 -0.518 -5.738
53 O 2.475 -1.178 -6.812
54 H 1.201 -1.983 -8.812
55 H -0.192 -2.375 -7.784
56 H -0.056 -0.764 -8.520
57 H -0.236 -1.263 -5.349
58 H -0.101 0.350 -6.088
59 H 1.123 -0.206 -4.938
60 C 3.022 0.009 5.194
61 C 1.933 -0.989 4.885
62 C 0.603 -0.779 5.569
63 O 2.115 -1.912 4.125
64 H 3.921 -0.250 4.640
65 H 2.690 1.007 4.904
66 H 3.250 0.001 6.260
67 H 0.193 0.195 5.293
68 H 0.729 -0.816 6.652
69 H -0.091 -1.558 5.263
70 C 4.339 -3.662 8.282
71 C 4.623 -3.171 6.881
72 C 4.049 -3.982 5.746
73 O 5.274 -2.171 6.685
74 H 4.802 -2.992 9.003
75 H 3.262 -3.687 8.458
76 H 4.744 -4.666 8.415
77 H 2.962 -4.010 5.824
78 H 4.439 -5.001 5.779
79 H 4.318 -3.525 4.798
80 C -0.822 4.507 -6.881
81 C -0.910 3.459 -5.798
82 C -2.273 2.870 -5.522
83 O 0.064 3.104 -5.178
84 H 0.207 4.845 -6.977
85 H -1.151 4.090 -7.834
86 H -1.456 5.359 -6.629
87 H -2.661 2.386 -6.420
88 H -2.965 3.655 -5.216
89 H -2.194 2.133 -4.725

Output
SMILES string: CC(C)[C@@H](C)COc1ccc(CCCI)c2nc(P(=O)(O)O)c(I)nc12.CC(C)=O.CC(C)=O.CC(C)=O.CC(C)=O
HOMO-LUMO gap in eV: 7.927
HOMO in eV: -8.8
LUMO level in eV: -0.87
DFT total energy in eV: -75688.035

The net atomic charges from Mulliken, expressed in e, are: atom 1 (C): -1.565, atom 2 (C): 1.977, atom 3 (C): -1.553, atom 4 (C): 0.893, atom 5 (C): -1.609, atom 6 (C): -1.414, atom 7 (O): -0.435, atom 8 (C): -0.150, atom 9 (C): 0.389, atom 10 (C): -0.333, atom 11 (C): 0.770, atom 12 (C): -1.468, atom 13 (C): -0.474, atom 14 (C): -0.997, atom 15 (I): -0.021, atom 16 (C): -0.254, atom 17 (N): -0.477, atom 18 (C): 0.571, atom 19 (P): 1.115, atom 20 (O): -0.673, atom 21 (O): -0.527, atom 22 (O): -0.526, atom 23 (C): -0.835, atom 24 (I): 0.154, atom 25 (N): -0.464, atom 26 (C): 0.371, atom 27 (H): 0.330, atom 28 (H): 0.354, atom 29 (H): 0.365, atom 30 (H): -0.926, atom 31 (H): 0.408, atom 32 (H): 0.314, atom 33 (H): 0.337, atom 34 (H): 0.485, atom 35 (H): 0.411, atom 36 (H): 0.333, atom 37 (H): 0.322, atom 38 (H): 0.194, atom 39 (H): 0.457, atom 40 (H): 0.312, atom 41 (H): 0.572, atom 42 (H): 0.458, atom 43 (H): 0.444, atom 44 (H): 0.352, atom 45 (H): 0.366, atom 46 (H): 0.412, atom 47 (H): 0.445, atom 48 (H): 0.414, atom 49 (H): 0.348, atom 50 (C): -1.164, atom 51 (C): 0.677, atom 52 (C): -0.468, atom 53 (O): -0.569, atom 54 (H): 0.328, atom 55 (H): 0.325, atom 56 (H): 0.307, atom 57 (H): 0.268, atom 58 (H): 0.102, atom 59 (H): 0.177, atom 60 (C): -1.042, atom 61 (C): 1.032, atom 62 (C): -1.301, atom 63 (O): -0.579, atom 64 (H): 0.273, atom 65 (H): 0.177, atom 66 (H): 0.381, atom 67 (H): 0.293, atom 68 (H): 0.390, atom 69 (H): 0.326, atom 70 (C): -1.156, atom 71 (C): 0.884, atom 72 (C): -1.040, atom 73 (O): -0.547, atom 74 (H): 0.317, atom 75 (H): 0.299, atom 76 (H): 0.341, atom 77 (H): 0.264, atom 78 (H): 0.465, atom 79 (H): 0.205, atom 80 (C): -1.277, atom 81 (C): 0.884, atom 82 (C): -0.778, atom 83 (O): -0.486, atom 84 (H): 0.324, atom 85 (H): 0.335, atom 86 (H): 0.343, atom 87 (H): 0.364, atom 88 (H): 0.429, atom 89 (H): -0.077


A structure of composition C29H47N5OsPS, computed with ωB97M-V/def2-TZVPD.

Positions of all 84 atoms, in Å:
1 Os 1.348 -1.515 -0.465
2 C -2.105 -2.406 -0.240
3 C -1.307 -3.656 -0.411
4 C -1.948 -4.908 -0.326
5 C -1.200 -6.049 -0.397
6 C 0.194 -5.962 -0.602
7 C 1.028 -7.094 -0.641
8 C 2.376 -6.949 -0.849
9 C 2.929 -5.685 -1.067
10 C 2.141 -4.549 -1.047
11 S 2.889 -3.008 -1.413
12 C 0.752 -4.665 -0.764
13 N -0.012 -3.550 -0.632
14 H -2.606 -2.414 0.729
15 H -2.870 -2.345 -1.014
16 H -1.448 -1.532 -0.292
17 H -3.019 -4.938 -0.190
18 H -1.660 -7.021 -0.297
19 H 0.588 -8.068 -0.493
20 H 3.021 -7.813 -0.854
21 H 3.989 -5.585 -1.242
22 C 3.478 -0.165 3.229
23 C 2.999 -0.160 1.773
24 C 4.190 -0.010 0.827
25 C 2.222 -1.430 1.451
26 H 4.039 0.744 3.432
27 H 4.125 -1.016 3.425
28 H 2.637 -0.204 3.916
29 H 2.324 0.693 1.640
30 H 4.905 -0.813 0.989
31 H 4.697 0.938 0.991
32 H 3.849 -0.056 -0.212
33 H 1.407 -1.574 2.182
34 H 2.905 -2.290 1.518
35 N 0.656 0.261 -0.545
36 P -0.255 1.526 -0.313
37 N -0.878 1.575 1.240
38 C -1.329 2.750 1.961
39 C -2.766 2.554 2.443
40 C -2.836 1.331 3.349
41 C -2.311 0.116 2.587
42 C -0.902 0.385 2.063
43 N -1.487 1.544 -1.443
44 C -2.598 2.469 -1.332
45 C -3.917 1.709 -1.422
46 C -4.034 0.973 -2.769
47 C -2.692 0.938 -3.505
48 C -1.538 0.602 -2.564
49 N 0.460 3.040 -0.440
50 C 0.610 3.701 -1.720
51 C 2.039 3.622 -2.259
52 C 3.017 4.167 -1.224
53 C 2.861 3.345 0.049
54 C 1.426 3.460 0.557
55 H -1.244 3.621 1.312
56 H -0.686 2.914 2.836
57 H -3.424 2.398 1.587
58 H -3.093 3.446 2.978
59 H -3.864 1.155 3.670
60 H -2.233 1.500 4.243
61 H -2.975 -0.087 1.745
62 H -2.294 -0.758 3.237
63 H -0.539 -0.457 1.461
64 H -0.217 0.513 2.911
65 H -2.550 3.233 -2.115
66 H -2.517 2.970 -0.369
67 H -4.743 2.408 -1.296
68 H -3.955 0.995 -0.596
69 H -4.763 1.474 -3.407
70 H -4.397 -0.044 -2.604
71 H -2.510 1.902 -3.983
72 H -2.728 0.192 -4.298
73 H -0.592 0.637 -3.116
74 H -1.664 -0.421 -2.189
75 H 0.325 4.753 -1.595
76 H -0.077 3.233 -2.428
77 H 2.103 4.183 -3.191
78 H 2.278 2.576 -2.463
79 H 2.799 5.219 -1.020
80 H 4.039 4.105 -1.600
81 H 3.549 3.686 0.822
82 H 3.070 2.297 -0.172
83 H 1.217 4.504 0.823
84 H 1.300 2.837 1.444

Output
HOMO-LUMO gap (spin up / spin down) in eV: 6.634 / 6.618
HOMO (spin up / spin down) in eV: -10.7 / -10.9
Total charge: +1
LUMO level (spin up / spin down) in eV: -4.07 / -4.23
DFT total energy in eV: -60873.416

The net atomic charges from Mulliken, expressed in e, are: atom 1 (Os): 1.236, atom 2 (C): -0.502, atom 3 (C): 0.662, atom 4 (C): -0.836, atom 5 (C): -0.712, atom 6 (C): 1.147, atom 7 (C): -0.817, atom 8 (C): -0.713, atom 9 (C): -0.499, atom 10 (C): 0.411, atom 11 (S): -0.321, atom 12 (C): -0.125, atom 13 (N): -0.294, atom 14 (H): 0.447, atom 15 (H): 0.543, atom 16 (H): -0.668, atom 17 (H): 0.461, atom 18 (H): 0.445, atom 19 (H): 0.396, atom 20 (H): 0.400, atom 21 (H): 0.450, atom 22 (C): -1.704, atom 23 (C): 2.665, atom 24 (C): -1.749, atom 25 (C): -1.386, atom 26 (H): 0.435, atom 27 (H): 0.385, atom 28 (H): 0.390, atom 29 (H): -1.159, atom 30 (H): 0.400, atom 31 (H): 0.425, atom 32 (H): 0.327, atom 33 (H): 0.420, atom 34 (H): 0.570, atom 35 (N): -0.889, atom 36 (P): -0.260, atom 37 (N): 0.741, atom 38 (C): -1.146, atom 39 (C): -0.511, atom 40 (C): -1.012, atom 41 (C): -0.709, atom 42 (C): 0.224, atom 43 (N): 0.824, atom 44 (C): -0.690, atom 45 (C): -0.511, atom 46 (C): -0.788, atom 47 (C): -1.006, atom 48 (C): -0.118, atom 49 (N): 0.174, atom 50 (C): -0.773, atom 51 (C): -0.643, atom 52 (C): -1.086, atom 53 (C): -0.048, atom 54 (C): -0.889, atom 55 (H): 0.514, atom 56 (H): 0.602, atom 57 (H): 0.153, atom 58 (H): 0.422, atom 59 (H): 0.447, atom 60 (H): 0.349, atom 61 (H): 0.111, atom 62 (H): 0.392, atom 63 (H): -0.428, atom 64 (H): 0.216, atom 65 (H): 0.329, atom 66 (H): 0.360, atom 67 (H): 0.571, atom 68 (H): -0.025, atom 69 (H): 0.297, atom 70 (H): 0.339, atom 71 (H): 0.338, atom 72 (H): 0.455, atom 73 (H): 0.378, atom 74 (H): -0.121, atom 75 (H): 0.410, atom 76 (H): 0.318, atom 77 (H): 0.413, atom 78 (H): 0.298, atom 79 (H): 0.373, atom 80 (H): 0.419, atom 81 (H): 0.460, atom 82 (H): -0.202, atom 83 (H): 0.396, atom 84 (H): 0.400


A structure of composition C29H48AsCl5FN6O4PdSSi3, computed with ωB97M-V/def2-TZVPD.

Positions of all 99 atoms, in Å:
1 Pd 0.239 0.037 0.598
2 Cl -1.865 -0.582 2.358
3 C -0.389 -0.271 3.260
4 C 0.459 0.651 2.684
5 C 1.492 1.064 3.512
6 Cl 2.430 2.488 3.059
7 C 1.763 0.473 4.741
8 Cl 3.081 1.006 5.715
9 C 0.953 -0.580 5.190
10 Cl 1.317 -1.379 6.662
11 C -0.176 -0.943 4.458
12 Cl -1.240 -2.163 5.018
13 F -4.509 -2.979 4.110
14 C -4.261 -3.185 2.815
15 C -3.112 -3.725 2.406
16 N -2.826 -3.934 1.075
17 C -1.459 -4.301 0.705
18 C -0.542 -3.059 0.700
19 O 0.458 -3.102 1.463
20 O -0.861 -2.110 -0.053
21 C -3.738 -3.625 0.088
22 O -3.547 -3.814 -1.096
23 N -4.920 -3.080 0.555
24 C -5.276 -2.756 1.861
25 O -6.309 -2.184 2.122
26 H -2.339 -4.005 3.107
27 H -1.485 -4.753 -0.284
28 H -1.093 -5.028 1.426
29 H -5.594 -2.846 -0.160
30 N -0.490 4.720 2.545
31 C -1.917 4.263 2.719
32 C -2.013 2.849 2.159
33 N -1.541 2.722 0.794
34 C -0.245 3.329 0.571
35 C -0.124 4.756 1.085
36 H 0.135 4.045 3.004
37 H -0.337 5.622 2.989
38 H -2.532 4.978 2.172
39 H -2.157 4.311 3.780
40 H -3.038 2.489 2.239
41 H -1.397 2.199 2.788
42 H -2.230 3.002 0.108
43 H -0.005 3.297 -0.487
44 H 0.509 2.722 1.079
45 H -0.818 5.449 0.609
46 H 0.893 5.139 1.006
47 C 1.538 -1.924 -4.524
48 Si 0.720 -2.102 -2.838
49 C -0.828 -3.111 -3.092
50 C 1.909 -2.874 -1.614
51 As 0.228 0.082 -1.954
52 Si 1.777 1.461 -3.111
53 C 2.065 3.099 -2.231
54 C 1.096 1.863 -4.812
55 C 3.429 0.570 -3.212
56 Si -1.940 0.694 -2.696
57 C -2.286 0.038 -4.411
58 C -2.013 2.589 -2.723
59 C -3.152 0.013 -1.453
60 H 1.349 -2.845 -5.082
61 H 2.617 -1.782 -4.468
62 H 1.113 -1.109 -5.113
63 H -0.527 -4.164 -3.094
64 H -1.262 -2.907 -4.072
65 H -1.588 -2.979 -2.327
66 H 1.841 -3.964 -1.679
67 H 1.664 -2.589 -0.592
68 H 2.942 -2.588 -1.824
69 H 1.211 3.776 -2.301
70 H 2.900 3.584 -2.747
71 H 2.350 2.976 -1.184
72 H 0.048 2.167 -4.778
73 H 1.184 1.028 -5.508
74 H 1.667 2.698 -5.227
75 H 3.444 -0.365 -2.653
76 H 4.209 1.212 -2.793
77 H 3.690 0.352 -4.249
78 H -1.452 0.190 -5.098
79 H -3.156 0.555 -4.827
80 H -2.518 -1.026 -4.377
81 H -1.131 3.070 -2.294
82 H -2.896 2.938 -2.179
83 H -2.109 2.956 -3.747
84 H -3.323 -1.046 -1.649
85 H -4.105 0.546 -1.524
86 H -2.776 0.100 -0.431
87 C 5.235 0.761 1.759
88 N 4.329 -0.341 2.043
89 C 4.591 -1.359 2.942
90 C 3.523 -2.184 2.920
91 N 2.627 -1.674 2.010
92 C 3.119 -0.550 1.487
93 S 2.396 0.501 0.301
94 H 5.339 1.387 2.644
95 H 4.828 1.355 0.946
96 H 6.205 0.365 1.465
97 H 5.503 -1.388 3.512
98 H 3.317 -3.089 3.465
99 H 1.721 -2.169 1.736

Output
HOMO-LUMO gap in eV: 6.835
HOMO in eV: -10.1
Total charge: +1
LUMO level in eV: -3.27
DFT total energy in eV: -212098.477

The net atomic charges from Mulliken, expressed in e, are: atom 1 (Pd): 2.389, atom 2 (Cl): 0.046, atom 3 (C): 0.944, atom 4 (C): -2.201, atom 5 (C): 1.081, atom 6 (Cl): -0.133, atom 7 (C): -0.287, atom 8 (Cl): -0.168, atom 9 (C): 0.594, atom 10 (Cl): -0.159, atom 11 (C): -0.500, atom 12 (Cl): -0.162, atom 13 (F): -0.368, atom 14 (C): 0.585, atom 15 (C): -0.302, atom 16 (N): 0.268, atom 17 (C): -1.535, atom 18 (C): 0.419, atom 19 (O): -0.905, atom 20 (O): -0.376, atom 21 (C): 0.482, atom 22 (O): -0.676, atom 23 (N): -0.003, atom 24 (C): 0.252, atom 25 (O): -0.623, atom 26 (H): 0.400, atom 27 (H): 0.336, atom 28 (H): 0.351, atom 29 (H): 0.240, atom 30 (N): 0.017, atom 31 (C): -0.879, atom 32 (C): -0.416, atom 33 (N): 0.115, atom 34 (C): 1.592, atom 35 (C): -1.033, atom 36 (H): 0.120, atom 37 (H): 0.382, atom 38 (H): 0.379, atom 39 (H): 0.439, atom 40 (H): 0.579, atom 41 (H): -0.118, atom 42 (H): 0.304, atom 43 (H): -0.976, atom 44 (H): -0.663, atom 45 (H): 0.392, atom 46 (H): 0.387, atom 47 (C): -1.105, atom 48 (Si): 0.577, atom 49 (C): -0.935, atom 50 (C): -0.717, atom 51 (As): -0.253, atom 52 (Si): 1.049, atom 53 (C): -1.195, atom 54 (C): -1.076, atom 55 (C): -1.150, atom 56 (Si): 0.637, atom 57 (C): -1.200, atom 58 (C): -1.234, atom 59 (C): -0.780, atom 60 (H): 0.465, atom 61 (H): 0.304, atom 62 (H): 0.197, atom 63 (H): 0.489, atom 64 (H): 0.376, atom 65 (H): 0.000, atom 66 (H): 0.477, atom 67 (H): -0.332, atom 68 (H): 0.341, atom 69 (H): 0.300, atom 70 (H): 0.501, atom 71 (H): 0.188, atom 72 (H): 0.119, atom 73 (H): 0.349, atom 74 (H): 0.402, atom 75 (H): 0.138, atom 76 (H): 0.443, atom 77 (H): 0.386, atom 78 (H): 0.317, atom 79 (H): 0.457, atom 80 (H): 0.306, atom 81 (H): 0.093, atom 82 (H): 0.525, atom 83 (H): 0.478, atom 84 (H): 0.064, atom 85 (H): 0.627, atom 86 (H): -0.153, atom 87 (C): -0.844, atom 88 (N): 0.459, atom 89 (C): -0.883, atom 90 (C): -0.439, atom 91 (N): 0.786, atom 92 (C): -0.631, atom 93 (S): -0.768, atom 94 (H): 0.326, atom 95 (H): 0.253, atom 96 (H): 0.373, atom 97 (H): 0.543, atom 98 (H): 0.548, atom 99 (H): 0.196